Entry 1:
Computed, not measured: a 9-piece molecular cluster, C59H50Cl2N10O17 overall, with the ωB97M-V functional and the def2-TZVPD basis.

XYZ file:
```
138
Properties=species:S:1:pos:R:3
C 1.9884 4.7961 1.4945
C 2.0963 5.1609 0.0118
O 1.3355 6.3085 -0.3558
C 0.1068 5.9966 -0.9879
C -0.9274 5.5697 0.0342
C -1.5254 6.5187 0.8121
C -2.4464 6.1273 1.8029
Cl -3.1533 7.3605 2.7867
C -2.7679 4.8223 1.9979
C -2.1716 3.8201 1.2179
N -2.4892 2.5049 1.4601
C -1.8498 1.6750 0.7105
Cl -2.1716 -0.0221 0.9371
C -0.9196 2.0203 -0.3094
N -0.6282 3.2609 -0.5559
C -1.2390 4.2004 0.2221
H 2.8404 5.1588 2.0614
H 1.8975 3.7132 1.5978
H 1.0777 5.2163 1.9276
H 3.1415 5.3905 -0.2111
H 1.8373 4.3045 -0.6150
H -0.2352 6.9182 -1.4602
H 0.2417 5.2270 -1.7477
H -1.2783 7.5619 0.6689
H -3.4619 4.5667 2.7844
H -0.4423 1.2351 -0.8830
O 4.9729 4.8779 1.9439
N 5.0080 4.5521 3.1133
O 4.3402 3.6458 3.5812
C 5.8990 5.2850 4.0200
C 6.6538 6.3316 3.5216
C 7.4798 7.0240 4.3906
C 7.5397 6.6664 5.7296
C 6.7771 5.6097 6.2087
C 5.9479 4.9081 5.3515
H 6.6110 6.6045 2.4771
H 8.0801 7.8418 4.0186
H 8.1878 7.2113 6.4028
H 6.8303 5.3297 7.2517
H 5.3507 4.0844 5.7124
O -8.3610 0.9571 7.0786
N -7.3826 0.6334 6.4377
O -6.7980 -0.4244 6.5528
C -6.8639 1.5954 5.4482
C -7.4898 2.8228 5.3204
C -6.9918 3.7337 4.4033
C -5.8857 3.3987 3.6324
C -5.2742 2.1626 3.7742
C -5.7633 1.2438 4.6897
H -8.3496 3.0634 5.9272
H -7.4651 4.6994 4.2917
H -5.4910 4.0998 2.9099
H -4.4119 1.9309 3.1619
H -5.2955 0.2789 4.8121
O 7.3102 6.1775 -0.0067
N 7.5609 5.5974 -1.0413
O 8.3832 4.7107 -1.1590
C 6.8048 5.9940 -2.2416
C 5.8774 7.0140 -2.1377
C 5.1782 7.3940 -3.2718
C 5.4121 6.7533 -4.4814
C 6.3428 5.7256 -4.5611
C 7.0487 5.3382 -3.4337
H 5.7026 7.5031 -1.1913
H 4.4513 8.1919 -3.2102
H 4.8671 7.0562 -5.3657
H 6.5211 5.2258 -5.5032
H 7.7756 4.5417 -3.4830
O 6.2314 -3.8005 3.4807
N 5.0591 -3.5322 3.6516
O 4.1789 -4.3527 3.8109
C 4.6786 -2.1092 3.6635
C 5.6557 -1.1548 3.4498
C 5.2901 0.1813 3.4427
C 3.9658 0.5452 3.6503
C 3.0018 -0.4310 3.8708
C 3.3551 -1.7714 3.8780
H 6.6820 -1.4489 3.2890
H 6.0394 0.9431 3.2709
H 3.6917 1.5897 3.6352
H 1.9710 -0.1478 4.0352
H 2.6147 -2.5389 4.0461
O 9.3795 4.3772 4.6511
N 9.6916 4.4144 3.4767
O 9.9022 5.4322 2.8509
C 9.8153 3.1311 2.7661
C 9.5496 1.9605 3.4542
C 9.6479 0.7555 2.7782
C 10.0102 0.7372 1.4366
C 10.2795 1.9240 0.7684
C 10.1821 3.1356 1.4343
H 9.2700 1.9885 4.4968
H 9.4409 -0.1702 3.2981
H 10.0813 -0.2059 0.9109
H 10.5616 1.9091 -0.2751
H 10.3824 4.0628 0.9193
O -6.6037 -7.1507 0.0726
N -6.2128 -6.3743 -0.7730
O -6.4726 -6.4615 -1.9585
C -5.3649 -5.2524 -0.3417
C -5.0250 -5.1468 0.9944
C -4.2109 -4.0982 1.3905
C -3.7564 -3.1787 0.4544
C -4.1168 -3.2996 -0.8809
C -4.9282 -4.3452 -1.2893
H -5.3858 -5.8683 1.7119
H -3.9301 -4.0007 2.4300
H -3.1180 -2.3617 0.7625
H -3.7634 -2.5796 -1.6062
H -5.2139 -4.4519 -2.3249
O -10.8110 -12.6721 -3.9186
N -10.4106 -11.9103 -4.7750
O -10.6640 -12.0107 -5.9594
C -9.5548 -10.7899 -4.3511
C -9.2185 -10.6706 -3.0153
C -8.3949 -9.6250 -2.6275
C -7.9240 -8.7182 -3.5682
C -8.2832 -8.8528 -4.9045
C -9.1044 -9.8950 -5.3047
H -9.5894 -11.3808 -2.2917
H -8.1162 -9.5153 -1.5878
H -7.2783 -7.9102 -3.2485
H -7.9194 -8.1449 -5.6371
H -9.3880 -10.0104 -6.3406
O -6.4237 -6.8994 -7.2052
N -5.9882 -6.9106 -8.3396
O -5.6368 -5.9260 -8.9541
C -5.8865 -8.2165 -9.0150
C -6.3110 -9.3500 -8.3460
C -6.2328 -10.5724 -8.9931
C -5.7322 -10.6446 -10.2864
C -5.3032 -9.4946 -10.9363
C -5.3794 -8.2663 -10.2998
H -6.6971 -9.2842 -7.3398
H -6.5653 -11.4684 -8.4872
H -5.6770 -11.6005 -10.7899
H -4.9114 -9.5534 -11.9423
H -5.0520 -7.3650 -10.7956
```

Properties
HOMO energy = -9.7 eV
gap between HOMO and LUMO = 8.637 eV
molar mass = 1242.01 g/mol

Here are the Mulliken charges for atoms 1 to 8, given in e: -0.530 -0.249 -0.436 -1.369 0.730 -0.548 -0.041 -0.230

=====

Entry 2:
Computed, not measured: C33H67KO25 as an isolated structure at a distorted geometry, with the ωB97M-V functional and the def2-TZVPD basis.

XYZ file:
```
126
Properties=species:S:1:pos:R:3
K 2.9721 -21.6137 8.0368
C 6.1996 -22.0779 9.9099
O 5.4323 -21.1136 9.2045
H 7.2801 -21.9945 9.7929
H 6.2695 -21.9746 10.9928
H 6.0076 -23.1169 9.6424
C 5.6362 -26.9190 8.4798
C 4.7051 -25.7952 8.1107
O 3.6736 -26.3690 7.3536
C 2.6580 -25.5942 7.0235
O 2.5777 -24.4112 7.2382
O 1.7102 -26.4217 6.6157
C 0.4434 -25.9727 6.3398
H 6.5422 -26.5432 8.9551
H 5.8843 -27.6022 7.6676
H 5.1851 -27.6310 9.1709
H 5.2431 -25.0431 7.5335
H 4.2760 -25.4035 9.0330
H 0.2377 -24.9086 6.4559
H -0.3314 -26.3750 6.9924
H 0.1915 -26.2154 5.3075
C 12.5319 -14.8848 7.7878
C 12.7582 -16.0616 8.7973
O 12.1497 -17.2772 8.4141
C 10.8470 -17.5161 8.7383
O 10.1237 -16.7163 9.2756
O 10.6496 -18.7777 8.5844
C 9.4391 -19.4455 8.8211
H 13.1532 -14.0333 8.0653
H 11.5195 -14.4981 7.6706
H 12.8912 -15.0870 6.7788
H 12.7828 -15.7231 9.8332
H 13.8350 -16.2207 8.7408
H 9.5792 -20.5237 8.8986
H 8.8651 -19.2446 7.9165
H 8.8424 -19.0621 9.6488
C 2.9744 -21.5577 11.5998
C 1.5204 -21.1940 11.5477
O 0.7334 -22.4223 11.6355
C 0.6168 -23.2480 10.5092
O 1.0556 -23.0201 9.4235
O -0.1787 -24.3164 10.8206
C -0.3582 -25.3086 9.8349
H 3.3741 -22.1423 10.7711
H 3.2444 -21.9695 12.5722
H 3.6564 -20.7224 11.4413
H 1.3192 -20.6914 10.6016
H 1.3247 -20.4807 12.3483
H 0.6149 -25.7712 9.6702
H -0.7976 -24.8938 8.9277
H -1.0345 -26.0462 10.2669
C 4.9077 -24.4520 2.8690
C 4.9976 -24.3637 4.4416
O 5.9040 -23.3669 4.8161
C 5.5450 -22.2227 5.3060
O 4.5089 -21.8570 5.8162
O 6.6978 -21.6176 5.4236
C 6.8613 -20.5970 6.3479
H 5.7982 -24.6660 2.2779
H 4.5145 -23.4768 2.5819
H 4.1725 -25.1990 2.5697
H 5.2386 -25.3280 4.8889
H 4.0017 -24.1629 4.8366
H 7.3225 -19.7908 5.7773
H 7.4486 -20.9801 7.1824
H 5.9138 -20.1903 6.7014
C 2.8281 -15.8757 13.4827
C 2.1737 -17.1725 12.9035
O 2.6841 -18.3244 13.4291
C 4.0295 -18.6107 13.4211
O 4.9005 -17.9282 12.8770
O 4.1477 -19.8061 14.0766
C 5.4397 -20.4446 14.0500
H 2.7806 -15.0182 12.8114
H 3.8547 -16.0885 13.7810
H 2.2195 -15.5852 14.3390
H 2.3082 -17.1291 11.8227
H 1.1055 -17.1203 13.1138
H 5.8302 -20.8909 13.1355
H 5.4887 -21.2080 14.8266
H 6.2667 -19.7900 14.3250
C 3.0965 -26.1993 11.8170
C 3.7929 -24.8521 12.2539
O 4.8802 -25.1626 13.0970
C 5.1536 -24.3032 14.1139
O 4.4741 -23.2901 14.3834
O 6.4105 -24.4864 14.3829
C 7.0528 -23.5542 15.2916
H 2.7930 -26.6795 12.7472
H 3.8378 -26.7868 11.2752
H 2.1864 -26.1490 11.2194
H 3.0031 -24.3900 12.8462
H 4.0166 -24.1171 11.4807
H 8.1237 -23.5905 15.0916
H 6.8674 -23.8735 16.3172
H 6.7740 -22.5173 15.1044
C 8.9609 -24.4404 7.4314
C 8.6887 -24.7760 8.9636
O 9.6552 -24.2382 9.8702
C 10.6773 -24.9520 10.3466
O 10.9232 -26.1377 10.1425
O 11.4703 -24.0854 11.0487
C 12.6946 -24.4252 11.4967
H 8.8348 -23.3606 7.3517
H 8.4223 -25.0388 6.6966
H 9.9974 -24.6857 7.2000
H 8.6858 -25.8652 9.0046
H 7.6862 -24.5377 9.3190
H 13.4135 -24.7513 10.7451
H 12.6952 -25.1039 12.3497
H 13.0573 -23.4655 11.8647
C 9.9219 -20.9443 12.3316
C 10.5108 -19.5427 12.5789
O 9.7051 -18.8046 13.5339
C 8.6462 -18.1383 13.1441
O 8.2068 -18.0699 11.9851
O 8.4192 -17.3496 14.1747
C 7.3140 -16.4374 14.3122
H 9.7630 -21.4529 13.2825
H 10.5373 -21.5583 11.6741
H 8.9313 -20.8049 11.8988
H 10.6409 -19.0313 11.6252
H 11.4227 -19.5379 13.1760
H 7.3518 -15.8271 15.2145
H 6.3602 -16.9451 14.4558
H 7.1654 -15.7210 13.5042
```

Properties
HOMO energy (spin up / spin down) = -12.0 / -12.0 eV
gap between HOMO and LUMO (spin up / spin down) = 9.687 / 6.767 eV
spin multiplicity = 2
total charge = +1
molar mass = 902.97 g/mol

Here are the Mulliken charges for atoms 1 to 8, given in e: 1.052 0.752 -0.368 0.200 -0.142 -0.508 -1.558 1.204

=====

Entry 3:
Computed, not measured: C39H50B2CdF4N8O5S as an isolated structure at a distorted geometry, with the ωB97M-V functional and the def2-TZVPD basis.

XYZ file:
```
110
Properties=species:S:1:pos:R:3
Cd -4.0198 12.4559 16.5000
C -5.3487 13.7347 12.3638
C -4.7008 13.1549 13.5537
N -4.7876 13.6082 14.7492
O -5.5878 14.6989 14.9609
B -5.1876 15.4475 16.1090
F -3.9220 15.1084 16.6722
F -5.5460 16.7025 16.1333
O -6.3405 14.9174 17.3009
N -6.6444 13.7479 17.3256
C -7.8439 13.4323 18.0552
C -8.5594 14.5098 18.8074
C -6.8049 11.0222 18.0185
N -6.2819 11.2175 16.5021
O -7.0152 10.8897 15.6466
B -3.2221 8.9557 15.3470
F -4.1925 9.0384 16.2154
F -2.3758 7.9974 15.3850
O -3.1262 9.9365 14.3679
N -3.8407 11.1486 14.5339
C -3.8673 11.9111 13.4469
C -3.3235 11.5251 12.0925
C -7.2007 9.5523 18.1217
H -5.8708 14.6396 12.6050
H -6.0466 13.0298 11.9977
H -4.6455 14.0365 11.6224
H -7.9231 15.3747 18.8465
H -8.7689 14.1841 19.8353
H -9.4698 14.7849 18.3435
H -3.0152 12.3785 11.6687
H -4.0556 11.0287 11.4059
H -2.4370 10.7855 12.2514
H -7.8894 9.3982 18.9782
H -6.3269 8.9364 18.1716
H -7.7354 9.3153 17.2390
C -2.4532 9.8420 18.8991
C -2.4572 11.1119 19.7156
C -1.5032 11.3221 20.6564
C -1.5387 12.4387 21.4618
C -2.5178 13.3469 21.3438
C -3.5441 13.1827 20.4520
C -4.6811 14.1383 20.4222
C -3.5126 12.0610 19.6269
N -4.5142 11.9043 18.6194
C -5.6651 11.3443 18.9139
C -5.8909 10.8293 20.2733
C -8.0801 11.9306 18.2855
C -8.9588 11.5717 19.4485
N -8.5542 12.5633 17.0809
C -9.8625 12.8942 16.6289
C -10.0789 14.0772 16.0154
C -8.8435 14.9369 15.7055
C -11.3476 14.4428 15.5718
C -12.4423 13.5639 15.8003
C -12.1406 12.3356 16.3896
C -10.8708 11.9320 16.7262
C -10.6026 10.4969 16.9682
H -1.6303 9.2546 19.2235
H -2.4891 10.0537 17.8532
H -3.3365 9.2314 19.1124
H -0.7036 10.5992 20.7339
H -0.6980 12.5990 22.0851
H -2.4282 14.3087 21.8407
H -4.7141 14.8599 21.1808
H -5.6692 13.6689 20.3922
H -4.6888 14.7271 19.4837
H -6.5861 11.5122 20.8343
H -4.9737 10.7338 20.8501
H -6.4773 9.9217 20.3220
H -9.2665 10.5196 19.4666
H -9.8690 12.1774 19.2828
H -8.5452 11.8719 20.3860
H -9.0903 15.6318 14.9400
H -7.9898 14.3530 15.3662
H -8.6420 15.6211 16.4962
H -11.5179 15.3541 15.0361
H -13.3754 13.7452 15.3198
H -12.8775 11.5442 16.3427
H -10.7289 9.8694 16.0703
H -11.2200 10.0756 17.7345
H -9.5755 10.3179 17.2804
C 0.3580 18.5062 16.9333
C -0.0020 17.1772 16.2641
C -0.2591 16.1592 17.3505
N -0.4656 14.8115 16.7189
C -0.6456 13.7299 17.3646
S -1.4411 12.3644 16.5432
N -0.1253 13.5086 18.5383
C 0.9694 14.1937 19.2572
O 0.9062 14.1209 20.4747
C 2.2670 14.5522 18.5964
C 3.0250 15.4663 19.2776
C 4.2773 15.8241 18.8146
C 4.6954 15.2840 17.6055
C 3.8950 14.3504 16.9316
C 2.6684 14.0042 17.3792
H 0.6461 19.2469 16.1885
H 1.1649 18.2647 17.5793
H -0.4799 18.8236 17.4859
H 0.8432 16.9328 15.5959
H -0.8408 17.3438 15.5721
H -1.1682 16.4917 17.8356
H 0.5854 16.1750 17.9740
H -0.7447 14.7649 15.7769
H -0.4984 12.8144 19.1822
H 2.6022 15.8028 20.1876
H 4.9845 16.4219 19.4290
H 5.6632 15.5312 17.1546
H 4.3069 13.7339 16.1282
H 2.0671 13.3077 16.8870
```

Properties
HOMO energy = -13.0 eV
gap between HOMO and LUMO = 6.295 eV
total charge = +2
molar mass = 952.98 g/mol

Here are the Mulliken charges for atoms 1 to 8, given in e: 2.561 -1.912 0.182 0.658 -0.816 0.273 -0.227 -0.167

=====

| no. | energy (eV) |
| --- | --- |
| 1 | -136725.866 |
| 2 | -102810.835 |
| 3 | -91022.970 |